Entry 1:
A molecular structure, C21H46NO2P3Ti, computed with the ωB97M-V functional and the def2-TZVPD basis.

Output
**Strongest force on any atom**: 0.069 Eh/bohr
**ΔE to the lowest compared entry with this formula, charge and spin**: 54.7 kcal/mol
**Net charge**: +3
**Spin multiplicity**: 2
**LUMO level (spin up / spin down)**: -9.012 / -11.429 eV
**Highest occupied orbital energy (spin up / spin down)**: -16.07 / -16.06 eV

Last column: Mulliken spin population.
Cartesian coordinates (Å):
Ti1 -1.755 0.912 -0.930  -0.001
P1 3.391 0.434 2.118  0.690
P2 -2.522 -1.473 -0.663  0.000
P3 1.106 -2.124 -1.915  0.003
O1 -1.830 1.245 0.915  0.000
O2 2.445 0.756 -0.224  0.026
N1 -2.029 1.289 3.135  0.000
C1 -1.524 -0.083 3.214  -0.001
C2 2.496 -1.149 2.027  0.016
C3 -2.447 1.960 4.357  0.000
C4 0.746 -2.400 -3.697  0.001
C5 -1.580 -2.596 0.433  0.000
C6 2.628 2.378 -3.258  -0.007
C7 -3.318 1.625 -1.792  0.000
C8 2.705 2.411 -1.869  -0.001
C9 5.120 0.143 2.575  0.056
C10 -2.840 -2.509 -2.127  0.000
C11 0.623 1.055 -1.703  0.002
C12 1.547 1.742 -3.860  0.012
C13 2.493 1.558 3.222  0.027
C14 -2.613 3.308 1.868  0.000
C15 2.865 -1.630 -2.069  0.000
C16 0.522 1.150 -3.109  0.001
C17 1.846 1.543 -1.199  0.022
C18 -4.131 -1.409 0.201  0.000
C19 -2.327 2.688 -1.544  0.000
C20 -2.151 1.898 1.972  0.000
C21 1.378 -3.861 -1.372  0.001
H1 -4.681 -0.505 -0.085  0.000
H2 -0.501 -2.434 0.321  0.001
H3 -3.009 -1.859 -2.993  0.000
H4 -1.685 2.984 -2.390  0.000
H5 -2.142 -0.770 2.614  0.000
H6 3.190 2.180 3.800  -0.001
H7 -2.555 3.525 -0.876  0.000
H8 2.938 -0.545 -2.186  0.001
H9 1.742 -4.461 -2.215  0.000
H10 0.084 0.248 -1.082  0.000
H11 5.278 0.200 3.656  0.034
H12 3.309 -2.131 -2.939  0.000
H13 3.496 2.916 -1.301  0.000
H14 3.196 -1.977 1.839  -0.004
H15 -3.354 3.407 1.064  0.000
H16 -1.987 -3.166 -2.333  0.000
H17 3.390 2.899 -3.853  0.000
H18 5.474 -0.829 2.209  -0.005
H19 -3.088 3.661 2.792  0.000
H20 -3.406 1.226 -2.807  0.000
H21 1.148 -3.374 -4.006  0.000
H22 -1.849 -2.429 1.482  0.000
H23 -3.740 -3.110 -1.945  0.000
H24 -3.982 -1.404 1.289  0.000
H25 2.116 -3.873 -0.559  0.000
H26 -1.801 2.824 4.578  0.000
H27 1.805 1.043 3.905  0.020
H28 -3.486 2.310 4.272  0.000
H29 -1.573 -0.371 4.267  0.000
H30 5.727 0.921 2.087  0.012
H31 -2.382 1.244 5.176  0.000
H32 -1.805 -3.640 0.178  0.000
H33 -0.388 0.752 -3.592  0.001
H34 1.884 -1.375 2.912  0.020
H35 -1.766 3.977 1.638  0.000
H36 1.905 2.231 2.575  0.016
H37 3.398 -1.928 -1.159  0.001
H38 -4.713 -2.296 -0.084  0.000
H39 -0.341 -2.384 -3.851  0.000
H40 1.833 -1.094 1.149  0.018
H41 -0.476 -0.136 2.873  0.001
H42 0.435 -4.283 -1.001  0.000
H43 1.486 1.725 -4.943  0.000
H44 -4.251 1.597 -1.228  0.000
H45 3.080 1.240 0.339  0.037
H46 1.200 -1.599 -4.294  0.000

=====

Entry 2:
2 unconnected molecules or ions with the total composition C5H14O2, computed with the ωB97M-V functional and the def2-TZVPD basis.

Output
**Strongest force on any atom**: 0.083 Eh/bohr
**ΔE to the lowest compared entry with this formula, charge and spin**: 36.4 kcal/mol
**Spin multiplicity**: 1
**LUMO level**: 0.527 eV
**Highest occupied orbital energy**: -10.07 eV

Last column: Löwdin charge in e.
Cartesian coordinates (Å):
O1 0.699 -2.782 -2.826  -0.104
O2 0.724 2.049 -0.631  -0.176
C1 0.008 0.898 -1.252  -0.248
C2 -1.302 0.784 -0.428  -0.186
C3 -0.908 1.121 1.043  -0.206
C4 0.391 0.282 1.594  -0.262
C5 -0.037 -1.132 1.963  -0.136
H1 1.480 -2.890 -2.220  0.053
H2 -2.103 1.549 -0.735  0.127
H3 1.634 2.024 -1.137  0.139
H4 0.831 0.075 -1.139  0.120
H5 1.203 0.224 0.847  0.069
H6 -0.608 2.183 1.139  0.094
H7 1.048 -2.338 -3.642  0.051
H8 -1.740 0.866 1.757  0.107
H9 0.886 0.945 2.408  0.124
H10 -1.718 -0.256 -0.550  0.116
H11 0.769 -1.656 2.673  0.111
H12 -1.004 -1.141 2.405  0.044
H13 -0.039 -1.760 1.082  0.053
H14 -0.215 0.955 -2.350  0.109

=====

Entry 3:
A molecular structure, C38H44OP2Pb, computed with the ωB97M-V functional and the def2-TZVPD basis.

Output
**Strongest force on any atom**: 0.042 Eh/bohr
**Net charge**: +2
**Spin multiplicity**: 1
**LUMO level (spin up / spin down)**: -8.103 / -9.106 eV
**Highest occupied orbital energy (spin up / spin down)**: -13.09 / -13.08 eV

Last column: Löwdin charge in e.
Cartesian coordinates (Å):
Pb1 1.416 -1.715 3.694  1.366
P1 1.938 0.427 -4.029  1.107
P2 0.020 -2.059 -3.679  1.094
O1 1.326 -2.409 5.758  -0.242
C1 1.296 -1.562 6.886  -0.509
C2 -1.867 -2.908 -5.656  -0.088
C3 3.338 3.170 -1.335  -0.070
C4 -1.433 -1.305 0.053  -0.086
C5 3.378 2.235 -8.076  -0.048
C6 2.882 0.929 -7.982  -0.061
C7 -3.161 0.255 4.538  -0.106
C8 -1.086 2.897 5.091  -0.108
C9 -2.486 -2.217 0.207  -0.062
C10 -1.009 -2.202 -2.156  -0.365
C11 1.185 3.993 -2.076  -0.060
C12 -2.070 -3.103 -2.016  -0.063
C13 -0.689 -1.297 -1.124  -0.106
C14 -2.294 2.887 5.981  -0.190
C15 -0.642 -5.401 -5.993  -0.061
C16 -1.030 2.646 3.776  -0.125
C17 0.219 0.497 -4.605  -0.320
C18 2.341 0.208 4.323  -0.308
C19 -2.622 1.540 6.678  -0.176
C20 -0.725 -3.223 -4.908  -0.378
C21 -0.651 -0.477 -4.229  -0.313
C22 2.641 1.175 -5.579  -0.363
C23 -0.063 -1.465 7.550  0.003
C24 -3.331 1.394 3.585  -0.196
C25 2.361 4.174 -1.345  -0.059
C26 3.534 2.992 -6.912  -0.055
C27 3.157 2.010 -2.087  -0.106
C28 -2.806 -3.102 -0.829  -0.056
C29 3.186 2.463 -5.663  -0.068
C30 2.533 0.392 -6.744  -0.103
C31 2.435 -1.904 7.835  -0.014
C32 2.006 1.875 -2.890  -0.396
C33 -2.043 1.935 2.916  -0.188
C34 0.984 2.829 -2.823  -0.082
C35 -2.453 -3.874 -6.484  -0.058
C36 -2.721 0.322 5.800  -0.122
C37 -1.852 -5.124 -6.648  -0.052
C38 -0.075 -4.455 -5.135  -0.096
H1 -1.537 1.116 2.375  0.083
H2 1.468 -0.549 6.497  0.100
H3 0.083 -1.052 8.553  0.107
H4 3.644 2.659 -9.048  0.120
H5 -3.601 1.679 7.178  0.130
H6 1.635 1.046 4.260  -0.001
H7 2.292 -1.452 8.823  0.099
H8 -1.731 -0.332 -4.172  0.097
H9 -0.583 -2.420 7.666  0.109
H10 -0.185 3.238 5.620  0.106
H11 3.906 1.212 -2.082  0.108
H12 -3.384 -3.647 -7.006  0.117
H13 0.052 2.676 -3.369  0.101
H14 -1.897 1.328 7.489  0.105
H15 2.519 -2.988 7.995  0.106
H16 -3.576 -0.685 4.169  0.101
H17 0.123 -0.577 -1.263  0.095
H18 -3.058 -2.230 1.136  0.108
H19 -0.144 -6.359 -6.154  0.116
H20 -3.633 -3.800 -0.718  0.116
H21 -3.948 0.993 2.763  0.112
H22 3.379 -1.500 7.450  0.090
H23 2.814 0.152 5.312  0.000
H24 2.523 5.093 -0.780  0.115
H25 4.249 3.293 -0.751  0.112
H26 -3.865 2.224 4.065  0.107
H27 -2.354 2.640 2.126  0.118
H28 3.920 4.008 -6.967  0.115
H29 -2.112 3.599 6.806  0.120
H30 -0.147 2.989 3.220  0.101
H31 -2.430 -0.621 6.280  0.078
H32 3.303 3.065 -4.760  0.105
H33 -3.182 3.218 5.425  0.103
H34 -1.194 -0.593 0.846  0.079
H35 2.758 0.333 -8.883  0.114
H36 -2.314 -5.883 -7.285  0.119
H37 -2.330 -3.779 -2.835  0.112
H38 0.871 -4.663 -4.630  0.105
H39 3.131 0.362 3.581  -0.004
H40 -0.732 -0.779 7.029  0.043
H41 -0.052 1.315 -5.283  0.104
H42 0.416 4.764 -2.076  0.115
H43 2.138 -0.625 -6.679  0.105
H44 -2.302 -1.912 -5.594  0.096

=====

Entry 4:
A single C5H9NS molecule, computed with the ωB97M-V functional and the def2-TZVPD basis.

Output
**Strongest force on any atom**: 0.077 Eh/bohr
**ΔE to the lowest compared entry with this formula, charge and spin**: 92.4 kcal/mol
**Spin multiplicity**: 1
**LUMO level (spin up / spin down)**: -0.982 / -0.040 eV
**Highest occupied orbital energy (spin up / spin down)**: -7.81 / -8.29 eV

Last column: Löwdin charge in e.
Cartesian coordinates (Å):
S1 -2.417 -0.038 0.445  0.626
N1 -1.175 0.138 -0.760  -0.596
C1 0.400 -1.376 0.327  -0.209
C2 0.548 -0.209 1.211  -0.111
C3 -0.405 -1.047 -1.053  -0.220
C4 -0.355 1.295 -0.591  -0.228
C5 0.812 1.141 0.632  -0.114
H1 0.276 1.679 -1.364  0.100
H2 0.023 -0.078 2.064  0.032
H3 -0.890 2.098 -0.212  0.062
H4 0.067 -2.187 0.975  0.093
H5 1.737 1.134 0.122  0.085
H6 1.449 -1.832 0.042  0.141
H7 0.760 1.924 1.314  0.078
H8 -1.056 -1.925 -1.119  0.094
H9 0.225 -0.718 -2.032  0.166

=====

Entry 5:
A molecular structure, C5H4GaNO5, computed with the ωB97M-V functional and the def2-TZVPD basis.

Output
**Strongest force on any atom**: 0.156 Eh/bohr
**ΔE to the lowest compared entry with this formula, charge and spin**: 39.8 kcal/mol
**Net charge**: +2
**Spin multiplicity**: 1
**LUMO level**: -10.232 eV
**Highest occupied orbital energy**: -18.91 eV

Last column: Löwdin charge in e.
Cartesian coordinates (Å):
Ga1 0.019 -0.026 -0.052  -0.031
O1 -0.570 1.337 2.751  0.321
O2 3.841 -2.712 -3.271  0.083
O3 -2.786 0.522 -1.320  0.307
O4 2.952 -0.891 0.555  0.275
O5 1.116 2.532 -1.503  0.321
N1 -0.764 -1.913 0.889  0.159
C1 -1.773 0.349 -0.800  0.048
C2 -0.345 0.876 1.715  0.127
C3 0.702 1.651 -0.905  0.047
C4 1.864 -0.547 0.394  0.029
C5 3.417 -2.193 -2.373  -0.007
H1 -0.646 -2.423 0.051  0.081
H2 0.305 -0.715 -1.488  0.091
H3 -0.076 -1.985 1.594  0.074
H4 -1.662 -1.571 1.117  0.074

=====

Entry 6:
A single FH2NS molecule, computed with the ωB97M-V functional and the def2-TZVPD basis.

Output
**Strongest force on any atom**: 0.090 Eh/bohr
**ΔE to the lowest compared entry with this formula, charge and spin**: 10.4 kcal/mol
**Spin multiplicity**: 1
**LUMO level**: 0.226 eV
**Highest occupied orbital energy**: -9.37 eV

Last column: Löwdin charge in e.
Cartesian coordinates (Å):
S1 1.076 -0.705 -0.016  0.680
F1 -1.065 0.992 0.376  -0.173
N1 -0.579 -0.130 -0.416  -0.342
H1 -0.394 0.250 -1.257  -0.032
H2 0.962 -0.408 1.312  -0.133